3 unconnected molecules or ions with the total composition C6H14N2 in a non-equilibrium geometry. Source: OMol25; level of theory: ωB97M-V with the def2-TZVPD basis set.

As for the total energy: -346.3802 Eh. The calculation puts the energy relative to the best compared isomer or geometry (same formula, charge and spin) at 385.9 kJ/mol. The value obtained for the HOMO energy is -8.3692 eV.

Structure (XYZ):
```
22
Properties=species:S:1:pos:R:3:nbo_charge:R:1
C -1.4435 0.7320 -1.7503 -0.404
C 0.9173 0.2034 -1.7044 -0.405
C -0.4552 1.4090 0.9750 -0.487
C 0.6444 -2.1807 0.5220 -0.657
N -0.3799 0.0148 -1.0638 -0.457
C -0.3783 0.1351 0.3576 0.081
C 0.0459 -0.9461 1.1434 0.190
N 0.2920 -0.7721 2.4602 -0.699
H 1.0211 0.4655 2.4133 0.179
H -0.4087 -0.1787 2.8973 0.348
H -2.3874 0.5671 -1.2316 0.208
H -1.2718 1.8178 -1.8280 0.162
H -1.5399 0.3355 -2.7640 0.201
H 1.6827 -0.3758 -1.1914 0.206
H 0.8630 -0.1268 -2.7441 0.199
H 1.2373 1.2582 -1.6992 0.167
H -0.5145 2.2751 0.3238 0.222
H -1.0795 1.5371 1.8533 0.216
H 0.7382 1.3044 1.9052 0.054
H 1.7331 -2.0910 0.4525 0.217
H 0.4377 -3.0451 1.1517 0.227
H 0.2461 -2.3384 -0.4784 0.231
```